No. 1
Below is 2 unconnected molecules or ions with the total composition C2H8S2 in a non-equilibrium geometry, with properties calculated with wB97M-V/def2-TZVPD.

The geometry in XYZ format:
```
12
Properties=species:S:1:pos:R:3
C -1.35040 0.38084 -0.85762
H 1.12901 0.68929 -2.24109
H 0.43333 0.54325 4.31237
H 1.27797 -1.08658 -2.23251
H -1.98401 -0.11563 -1.56758
H 0.22876 -1.20013 3.25440
S 0.06498 -0.52395 -0.34188
H -1.06707 1.29179 -1.50547
S -0.52628 -0.54059 4.21486
C 1.31714 -0.12700 -1.66086
H -1.89658 0.83377 -0.02151
H 2.37315 -0.14506 -1.35311
```

Properties
- Gap between HOMO and LUMO: 9.28 eV
- Net charge: 0
- Structure (SMILES): CSC.S
- LUMO energy: 0.83 eV
- Relative energy (zero: lowest compared OMol25 entry of this formula, charge and spin): 98.6 kJ/mol
- M: 96.22 g mol⁻¹

=====

No. 2
Below is a molecular structure, C3H7NO2, with properties calculated with wB97M-V/def2-TZVPD.

The geometry in XYZ format:
```
13
Properties=species:S:1:pos:R:3
O 2.30384 0.36978 1.69064
H 0.64157 -0.90589 2.92127
C -0.07883 0.70755 0.13303
H 0.24201 1.58147 -0.46644
H -0.50291 -0.87991 1.72681
H -1.97881 -0.55230 -2.15609
O -0.78171 -0.15805 -0.56012
C 1.32220 -0.16291 1.20143
H -0.34270 0.00927 -2.62082
H 1.40319 -0.27978 0.05657
N 0.47932 -1.03119 1.92682
C -1.16961 0.13753 -1.91386
H -1.53755 1.16443 -1.93924
```

Properties
- Gap between HOMO and LUMO: 8.45 eV
- Net charge: 0
- LUMO energy: -0.05 eV
- Relative energy (zero: lowest compared OMol25 entry of this formula, charge and spin): 514.7 kJ/mol
- M: 89.09 g mol⁻¹

=====

No. 3
Below is 2 unconnected molecules or ions with the total composition C2H8NO2P in a non-equilibrium geometry, with properties calculated with wB97M-V/def2-TZVPD.

The geometry in XYZ format:
```
14
Properties=species:S:1:pos:R:3
H -1.94197 1.99366 0.81284
H -0.25754 0.63495 -0.69268
C 0.17867 -1.09356 0.44178
H 1.90552 0.46843 0.84754
N -2.58330 1.34410 1.26610
P -3.15139 -0.15733 0.73515
O -3.19683 -0.19039 -0.74422
H -2.73710 1.54993 2.25286
O 0.68300 0.91030 -0.72401
H -0.27316 -1.52957 -0.39786
H 0.66396 -1.94102 0.99244
H -0.61771 -0.54029 0.96783
H 1.90053 -0.80844 -0.52861
C 1.28919 -0.10765 0.07724
```

Properties
- Gap between HOMO and LUMO: 10.22 eV
- Net charge: 0
- Structure (SMILES): NP=O.CCO
- LUMO energy: 0.00 eV
- Relative energy (zero: lowest compared OMol25 entry of this formula, charge and spin): 182.0 kJ/mol
- M: 109.06 g mol⁻¹